# C27H35AsN3O3ReS2

A molecular structure, C27H35AsN3O3ReS2 (ωB97M-V/def2-TZVPD, OMol25).

- 2S+1: 2
- Largest force on an atom: 0.65 eV/Å
- ⟨S²⟩: 0.759
- E_HOMO (spin up / spin down): -16.8534 / -16.8535 eV
- Kohn-Sham gap (spin up / spin down): 5.7 / 5.9 eV
- DFT total energy: -123792.155 eV
- Net charge: +3

Element x y z (Å)
Re -0.53257 0.48504 1.50449
C 1.71076 0.35432 4.59512
C 0.27795 0.29805 4.18785
C -0.60852 1.35365 4.53884
C -1.95703 1.28894 4.25402
C -2.47364 0.19458 3.54779
C -1.62522 -0.84411 3.13850
C -0.25748 -0.80476 3.49872
H 1.82974 0.92834 5.51292
H 2.31423 0.85278 3.83354
H 2.11249 -0.64365 4.75669
H -0.21843 2.20725 5.07746
H -2.61282 2.08763 4.57053
H -3.52443 0.14636 3.31123
H -2.05117 -1.73992 2.71352
H 0.37382 -1.66279 3.28116
N 3.31945 -1.16052 0.52568
C 2.62088 -0.12356 0.10021
S 1.64441 0.84710 1.26827
N 2.67660 0.32671 -1.12960
C 3.56939 -0.19869 -2.15366
C 4.93463 -0.21688 -1.90967
C 5.77432 -0.70605 -2.90023
C 5.24250 -1.14620 -4.11113
C 3.87246 -1.08865 -4.34493
C 3.01805 -0.61118 -3.36094
H 3.38780 -1.36138 1.50900
H 3.99589 -1.59981 -0.09259
H 2.02187 1.05441 -1.39966
H 5.34834 0.18483 -0.99143
H 6.84158 -0.72040 -2.73495
H 5.90235 -1.51756 -4.88240
H 3.46934 -1.40622 -5.29560
H 1.95573 -0.53696 -3.53947
O 0.08013 1.77817 -2.01706
C -0.79397 2.17558 -1.29539
N -1.04753 1.61603 -0.01017
S -2.11219 2.50792 0.87851
O -1.28164 2.98853 1.97947
O -3.08130 1.49914 1.29175
C -2.53382 3.61542 -0.37567
C -3.43902 4.65339 -0.34305
C -3.55069 5.41838 -1.50758
C -2.77260 5.14618 -2.62328
C -1.85153 4.09996 -2.62541
C -1.73369 3.32163 -1.48906
H -4.03454 4.87435 0.53101
H -4.25263 6.24016 -1.53215
H -2.88084 5.76190 -3.50531
H -1.23819 3.89164 -3.49121
C -0.85939 -3.99625 1.95389
C 0.00141 -3.26350 0.92930
As -0.70116 -1.63816 0.11521
C 0.17151 -1.62970 -1.61563
C -0.41635 -2.69801 -2.54719
C -2.57011 -1.97583 -0.27335
C -3.21093 -0.92394 -1.16866
H -0.42947 -4.98063 2.13847
H -1.87656 -4.16053 1.59681
H -0.90529 -3.49730 2.91904
H 0.14792 -3.90060 0.05022
H 1.00151 -3.03635 1.31078
H 1.22834 -1.83186 -1.42308
H 0.08580 -0.62632 -2.03441
H -0.40186 -3.69990 -2.11442
H 0.18875 -2.73808 -3.45209
H -1.43799 -2.47253 -2.84859
H -3.10315 -2.07879 0.67460
H -2.57268 -2.96195 -0.75153
H -3.38581 0.00337 -0.63492
H -4.17728 -1.28920 -1.51493
H -2.60642 -0.71298 -2.05423